1.
Density functional theory data (ωB97M-V with the def2-TZVPD basis set) for an isolated ion of composition C7H10N4 and charge +2.

Summary:
* charge: +2
* electronic energy: -13359.478 eV
* largest force on an atom: 1.49 eV/A
* SMILES: C[NH+](C)/C=C/C=[N+](C#N)C#N
* ΔE to the lowest compared entry with this formula, charge and spin: 99.5 kcal/mol
* molecular weight: 150.19 Da
* E_HOMO (alpha / beta): -19.529 / -19.529 eV

Last column: Mulliken charge in e.
CARTESIAN COORDINATES (ANGSTROEM)
C 2.47030 -0.06843 -1.22524  -0.84
N 1.68243 -0.37775 0.00020  0.03
C 2.47078 -0.06789 1.22519  -0.84
C 0.45961 0.37125 0.00008  -0.61
C -0.77222 -0.17986 0.00021  -0.13
C -1.94757 0.62894 -0.00017  0.17
N -3.16321 0.13814 -0.00002  0.01
C -4.27691 0.93544 -0.00013  0.24
N -5.20981 1.58679 0.00000  -0.15
C -3.44260 -1.20042 0.00014  0.34
N -3.66563 -2.31701 0.00004  -0.18
H 2.74758 0.98502 -1.24314  0.40
H 3.38408 -0.66295 -1.22918  0.39
H 1.90075 -0.30482 -2.12311  0.38
H 1.48608 -1.38987 0.00047  0.45
H 2.74801 0.98558 1.24257  0.40
H 1.90163 -0.30398 2.12339  0.38
H 3.38459 -0.66235 1.22897  0.39
H 0.60541 1.44835 -0.00024  0.40
H -0.90272 -1.25891 0.00064  0.29
H -1.86058 1.71471 -0.00067  0.50

Forces on the atoms, in the same order (eV/Å):
C 0.7 0.2 -1.1
N -0.2 -0.6 0.0
C 0.7 0.2 1.1
C -1.4 0.5 0.0
C 0.6 -0.6 0.0
C 0.5 0.6 0.0
N 0.0 0.1 0.0
C 0.6 -0.1 0.0
N -0.9 0.7 0.0
C 0.4 0.3 0.0
N -0.2 -1.0 0.0
H -0.1 0.0 0.2
H -0.1 -0.1 0.2
H -0.1 0.0 0.1
H 0.0 0.2 0.0
H -0.1 0.0 -0.2
H -0.1 0.0 -0.1
H -0.1 -0.1 -0.2
H 0.1 0.0 0.0
H 0.0 0.0 0.0
H -0.2 -0.1 0.0

=====

2.
Density functional theory data (ωB97M-V with the def2-TZVPD basis set) for one molecule with the formula C7H10N4O.

Summary:
* charge: 0
* electronic energy: -15424.275 eV
* largest force on an atom: 9.39 eV/A
* SMILES: CCNC(=O)Nc1ncccn1
* ΔE to the lowest compared entry with this formula, charge and spin: 122.7 kcal/mol
* molecular weight: 166.18 Da
* E_HOMO: -8.985 eV

Last column: Mulliken charge in e.
CARTESIAN COORDINATES (ANGSTROEM)
C 1.72759 -1.84116 -2.99424  -0.98
C 0.16340 -1.33776 -3.27352  -0.22
N -0.03315 -0.00378 -2.56060  -0.36
C -0.19140 -0.38993 -1.20254  0.41
O -0.20510 -1.64673 -0.81036  -0.65
N -0.14799 0.69120 -0.46230  -0.16
C -0.26770 0.86569 0.93137  0.40
N -0.58634 2.03876 1.46576  -0.57
C -0.45632 2.19893 2.77557  -0.09
C -0.19455 0.97026 3.47186  -0.50
C -0.15641 -0.37029 2.88598  -0.07
N -0.07485 -0.38063 1.46262  -0.35
H 2.27352 -0.82128 -2.84905  0.25
H 2.19015 -2.75562 -3.74368  0.26
H 1.69652 -2.04700 -1.96621  0.36
H -0.52462 -2.16794 -2.69246  0.24
H -0.06561 -1.07644 -4.44293  0.26
H 0.27863 1.01068 -2.93839  0.29
H -0.97654 1.44299 -0.91283  0.34
H -0.46760 3.20972 3.19983  0.41
H -0.45162 0.71090 4.50169  0.30
H -0.16342 -1.32539 3.42168  0.42

Forces on the atoms, in the same order (eV/Å):
C -0.7 1.4 -2.5
C 0.5 -0.2 -2.0
N 0.0 -1.8 0.0
C 1.3 -5.8 -1.2
O -0.3 5.7 -1.7
N -4.9 8.0 0.8
C 0.1 -4.1 0.1
N 0.9 0.8 -1.2
C 0.8 -3.4 0.0
C -1.6 -2.8 1.3
C 0.4 4.2 -4.4
N -0.2 1.4 4.8
H -0.1 -1.8 -1.5
H -1.3 3.1 2.3
H 0.0 -1.6 1.2
H 1.4 2.5 -2.2
H 0.5 -1.2 2.9
H -0.8 -3.7 1.5
H 3.7 -2.3 1.3
H -0.4 -0.6 0.0
H 0.7 1.6 0.5
H 0.1 0.6 -0.1

=====

3.
Density functional theory data (ωB97M-V with the def2-TZVPD basis set) for one molecule with the formula C7H10N4O4.

Summary:
* charge: 0
* electronic energy: -21562.372 eV
* largest force on an atom: 5.47 eV/A
* ΔE to the lowest compared entry with this formula, charge and spin: 103.7 kcal/mol
* molecular weight: 214.18 Da
* E_HOMO (alpha / beta): -8.443 / -8.442 eV

Last column: Mulliken charge in e.
CARTESIAN COORDINATES (ANGSTROEM)
C 1.88199 0.91639 0.01566  -0.03
C -0.42809 1.69889 0.41201  -0.49
C 1.53016 -1.42911 0.90518  -0.80
C -0.54877 -0.79722 -0.39693  0.32
C 1.28122 3.21331 -0.16576  -0.91
C 0.37607 -2.98733 -0.41893  -1.18
C -2.31818 0.45088 0.60876  -0.16
N 0.93166 1.80519 0.20800  0.25
N 2.11014 -0.22829 0.52032  0.47
N -0.84538 0.47826 0.30766  0.45
N 0.38700 -1.63274 0.03680  0.57
O 2.76171 -1.32412 0.08900  -0.38
O -1.32852 -1.10647 -1.28092  -0.66
O -3.13919 0.63903 -0.50697  -0.51
O -2.58938 -0.73001 1.21271  -0.58
H 2.84092 1.16442 -0.59782  0.31
H 1.62787 3.34999 -1.16925  0.36
H 0.40397 3.96864 0.05095  0.27
H 2.26271 3.31744 0.41701  0.33
H -0.22749 -3.65945 0.39107  0.27
H -0.02707 -3.17180 -1.31632  0.45
H 1.32107 -3.49537 -0.48809  0.36
H -2.63018 1.36195 1.31390  0.38
H -3.12224 -0.25385 -0.88502  0.45
H -2.51197 -1.54863 0.73699  0.43

Forces on the atoms, in the same order (eV/Å):
C 4.8 -0.3 -2.5
C 1.3 -0.1 0.5
C -1.3 0.0 1.8
C 0.2 0.6 -0.5
C 1.3 0.8 2.3
C -0.8 -2.7 4.6
C -1.9 1.8 0.4
N -1.3 2.9 -1.1
N -2.0 0.3 1.6
N -2.3 -1.2 -0.1
N 1.6 -0.3 -0.2
O 1.1 -0.2 -1.5
O -0.2 -0.2 0.1
O 0.5 -0.4 0.4
O -0.7 -0.3 2.5
H -1.9 0.4 0.8
H -0.4 -0.4 -1.0
H 2.0 -1.9 0.0
H -1.6 1.1 -0.4
H 1.2 1.5 -1.8
H -2.0 0.1 -3.3
H 0.9 0.6 0.4
H 1.4 -2.3 -1.3
H -0.2 0.4 -0.8
H 0.2 -0.2 -0.9

=====

4.
Density functional theory data (ωB97M-V with the def2-TZVPD basis set) for C7H10N4S as an isolated structure.

Summary:
* charge: 0
* electronic energy: -24214.958 eV
* largest force on an atom: 5.45 eV/A
* ΔE to the lowest compared entry with this formula, charge and spin: 0.0 kcal/mol
* molecular weight: 182.25 Da
* E_HOMO: -8.569 eV

Last column: Mulliken charge in e.
CARTESIAN COORDINATES (ANGSTROEM)
C -2.73189 0.51448 -0.81794  -0.43
C -1.42597 0.42638 -0.99811  -0.10
C -1.95321 0.31172 1.05432  -0.25
C 1.13659 2.48688 0.44105  -0.69
C 1.24118 1.38833 1.11294  -0.39
C 1.50980 -1.85189 -0.74972  0.20
C 0.51472 -0.03161 0.57285  -0.91
N -3.08361 0.47648 0.48046  -0.58
N -0.85436 0.19838 0.16921  0.45
N 0.69415 -2.76532 -0.20049  -0.34
N 1.24489 -0.47898 -0.52950  -0.12
S 2.88875 -2.32073 -1.49538  -0.41
H -3.56785 0.63707 -1.60247  0.32
H -0.93574 0.55999 -1.98545  0.37
H -1.79092 0.22235 2.14892  0.33
H 1.52150 3.37815 0.85073  0.36
H 0.76829 2.52394 -0.60767  0.22
H 1.65959 1.12184 2.06671  0.34
H 0.41317 -0.66962 1.36567  0.86
H -0.22477 -2.57828 0.05006  0.19
H 0.90398 -3.71200 -0.40053  0.24
H 2.07169 0.16242 -0.92568  0.34

Forces on the atoms, in the same order (eV/Å):
C -4.5 1.0 -2.9
C 1.7 0.1 -4.6
C 2.6 -0.9 2.5
C 0.0 0.6 -1.6
C -2.0 -4.8 -0.1
C 0.5 1.5 0.5
C 0.6 5.1 -1.3
N -0.3 -0.1 0.5
N -1.8 0.6 3.1
N 0.7 0.4 -0.1
N 3.4 -0.8 -2.2
S 0.6 -0.1 -0.7
H 1.8 -0.1 1.2
H 0.0 -0.5 1.1
H -0.1 0.0 -0.9
H 0.5 1.0 0.2
H -0.1 0.0 1.0
H 0.3 0.9 0.4
H 0.5 -1.9 2.1
H -1.8 0.6 0.5
H 0.3 -0.7 -0.2
H -2.6 -2.1 1.4